Entry 1:
40
Properties=species:S:1:pos:R:3:forces:R:3 method="wB97M-V/def2-TZVPD" total_charge=-1 orbital_gap_ev="5.149 / 2.886" lumo_ev="2.136 / 2.113" homo_energy_ev="-3.01 / -0.77"
H 2.72951 2.01409 -2.23790 -0.19 0.32 0.18
H -3.62910 -3.67758 1.98435 0.15 -0.03 0.10
C -1.22494 -3.62581 4.43018 0.48 -1.21 0.93
C -2.87987 -5.40936 3.03380 -0.02 1.20 -0.21
H -0.59943 -2.91198 4.96485 -0.04 -0.19 -0.05
C 1.17578 1.29649 1.53416 -1.34 -0.62 0.24
C -6.48275 -0.52450 3.07087 0.07 0.13 -0.21
H 0.31258 1.40777 -2.31451 0.67 0.14 -0.56
C -2.00533 -5.87765 4.01939 -0.30 -1.39 -0.12
H 3.13548 2.02628 1.97959 -0.14 0.33 -0.24
C -4.44446 -0.85957 1.79466 -0.50 -0.22 0.14
C 2.92812 1.88245 -0.13404 -0.12 -0.59 0.02
H -3.92714 -0.93618 0.83876 -0.02 0.02 0.25
C 0.90086 1.24197 -1.40333 -1.42 -0.58 -0.15
C -2.07538 -3.16103 3.41658 0.58 3.04 -0.20
H -1.80401 -2.21319 1.07425 0.23 0.27 -0.30
C -1.19124 -4.98891 4.73710 0.45 1.82 0.12
H -1.50655 -2.63757 -2.03920 -0.17 0.27 -0.14
H -3.79042 -0.86393 5.14376 -0.12 -0.03 -0.17
H -2.81319 -0.98050 -2.05415 0.39 -0.10 0.08
C 2.41107 1.72628 1.19495 1.25 0.56 0.79
C -4.37492 -0.80198 4.22636 -0.16 -0.05 -0.43
H -7.55776 -0.34554 3.10641 0.25 -0.08 -0.05
P -1.40263 -1.20918 -2.00146 -0.56 -0.38 -0.55
H -6.39808 -0.59899 0.91389 0.09 0.00 0.17
H -3.52012 -6.10927 2.48764 0.17 0.28 0.18
C -5.75077 -0.56856 4.26379 0.49 -0.03 -0.06
H -6.24394 -0.41087 5.22680 0.13 -0.10 -0.34
N -1.39171 -1.36046 1.48237 -0.56 -0.42 -0.81
H -1.94396 -6.94733 4.23146 -0.08 0.28 -0.07
H 3.94587 2.27935 -0.23945 -0.33 -0.19 0.08
C 2.17181 1.70667 -1.33171 1.12 0.49 -0.70
H -0.51793 -5.34640 5.52066 -0.20 0.10 -0.26
C -3.73211 -0.98401 2.98618 -0.14 0.26 -0.15
C -5.83110 -0.66133 1.84094 0.16 0.04 0.40
H -1.21668 -1.07853 -3.41043 -0.01 -0.04 0.33
H 0.77209 1.40843 2.55181 0.86 0.16 0.22
Sr 0.70341 -0.66031 0.15799 -0.06 0.51 0.66
C -2.92612 -4.03731 2.73560 -1.09 -1.91 -0.74
S -1.98074 -1.39424 2.96854 0.05 -2.01 1.64

=====

Entry 2:
46
Properties=species:S:1:pos:R:3:forces:R:3 method="wB97M-V/def2-TZVPD" s_squared=0.751 total_charge=+1 spin_multiplicity=2 e_above_lowest_kj_mol=152.4 orbital_gap_ev="8.833 / 9.461" lumo_ev="-2.593 / -2.582" homo_energy_ev="-11.43 / -12.04"
C -1.49524 -0.39267 2.52111 -0.06 -0.15 0.10
H -0.56648 -2.89484 -0.75984 -0.09 -0.08 -0.07
O 4.04691 3.24934 -2.27793 0.11 -0.06 -0.03
C -0.30078 -2.39701 -1.68882 -0.04 -0.11 -0.01
H -4.59524 -0.67996 -1.46925 0.06 -0.01 -0.05
H 0.95941 4.10711 -1.97629 -0.16 0.03 -0.23
O 2.79090 1.56217 -1.40270 1.45 1.12 -1.57
C -0.45608 -2.82016 1.67048 -0.04 -0.18 0.02
C 1.40897 -1.69466 0.43910 -0.45 -0.12 -0.08
C -3.73331 -0.53942 -3.43443 0.05 -0.02 0.01
C -3.72700 -0.87970 -2.08667 0.03 0.00 -0.05
N 2.46864 3.73490 -0.66982 0.37 0.40 -0.43
H -4.60775 -0.07109 -3.86903 0.03 -0.02 0.01
H -2.59473 -1.75042 -0.47810 0.00 0.03 -0.08
H 1.83500 -2.69225 0.32844 0.00 -0.02 0.10
H 3.87453 1.80232 4.01303 -0.03 0.00 0.05
H 2.63553 3.06280 4.36691 0.01 -0.05 0.00
H -0.64497 -1.63985 -4.29756 -0.06 0.02 0.06
H -3.07992 -1.55100 3.39311 0.04 0.00 -0.03
N 1.06388 3.85198 -1.00198 0.29 0.25 -0.19
O 1.33800 2.65708 2.20115 0.16 0.46 1.63
C 0.20833 -1.64602 1.34083 0.11 -0.12 -0.13
H 0.21197 -3.09394 -2.35383 0.00 0.01 0.02
H 2.19865 -1.03165 0.78053 0.29 0.07 -0.06
Ce 1.39460 1.65164 0.20096 -1.78 0.54 -1.12
O 0.22511 0.16380 -1.00198 -0.40 -1.53 -0.85
S 0.97583 -1.16228 -1.27189 -0.23 0.26 0.01
H -2.12642 -3.71836 2.66605 0.01 0.05 -0.01
C -1.50121 -1.76322 -2.32588 0.11 0.11 0.07
C -2.16062 -1.57609 2.82160 -0.03 0.01 0.02
H 0.68138 4.60571 -0.44392 -0.03 0.09 0.11
H 0.20236 0.47908 1.65337 -0.18 0.00 0.52
C -2.60723 -1.48450 -1.53224 -0.11 0.05 0.03
C 3.19172 2.80273 -1.57544 -0.02 -0.63 -0.07
H -0.04456 -3.77331 1.35131 -0.04 0.05 0.04
C -1.50696 -1.41830 -3.67397 0.00 -0.04 -0.06
C 2.81787 2.05908 3.98972 0.10 0.00 0.22
H -1.88425 0.55688 2.86554 0.01 -0.02 0.00
O 2.78201 1.02639 1.81934 0.55 0.11 1.58
H 2.95230 4.61873 -0.76218 0.02 0.19 0.12
C -1.62936 -2.79038 2.41147 -0.04 0.02 0.01
H -2.63093 -0.54916 -5.28136 0.00 -0.01 0.07
H 2.27575 1.34572 4.61848 0.06 0.04 0.00
C 2.29367 1.91902 2.61320 0.21 -0.15 -0.02
C -2.62267 -0.80696 -4.22899 -0.04 -0.02 0.10
C -0.31755 -0.43931 1.79832 -0.26 -0.58 0.23

=====

Entry 3:
50
Properties=species:S:1:pos:R:3:forces:R:3 method="wB97M-V/def2-TZVPD" s_squared=6.067 total_charge=-2 spin_multiplicity=5 orbital_gap_ev="3.584 / 5.351" lumo_ev="3.542 / 2.584" homo_energy_ev="-0.04 / -2.77"
H -1.15889 1.45845 0.17614 0.35 -0.40 -0.43
C -1.01210 0.70498 -3.20508 1.13 -0.14 -0.51
H 0.94061 2.64514 -4.62858 0.07 0.06 0.10
H -2.06299 2.56167 -2.91962 0.09 -0.34 -0.07
H -3.11269 -1.07056 -2.54250 0.07 -0.03 -0.11
C -2.24139 -1.57156 -2.97992 -0.73 -0.35 0.34
C 0.07628 0.60271 3.42073 -0.82 0.17 1.18
H 0.07142 -0.52089 7.17854 -0.08 0.13 -0.48
C -0.54868 0.98436 5.75871 -0.88 1.30 0.57
O -1.77426 2.86471 6.40484 -0.42 0.92 -0.54
C 0.07507 -0.20959 6.13089 0.70 -1.07 0.13
O -0.82685 -2.13141 -0.31098 -0.57 1.11 0.05
C -0.55719 1.38708 4.39738 0.43 -0.33 -0.39
H 3.11280 0.59178 -2.79943 -0.04 -0.09 -0.16
H -3.09246 1.12273 -2.97823 0.26 0.14 -0.15
H -2.34213 1.75208 -4.46963 -0.06 -0.01 0.18
O -1.27476 1.35522 7.91809 -0.02 -0.34 1.11
H 0.66859 -2.90049 -4.17038 -0.08 0.19 0.01
Ru 0.01005 -0.45371 -0.84242 0.52 -1.11 1.68
H 0.08514 3.23338 -3.19671 0.17 -0.31 -0.05
O 0.42439 0.01414 1.21389 -0.91 0.25 -1.20
N 1.31745 -2.25039 5.48550 0.98 -1.75 0.12
Cl 3.83236 1.73020 -1.34012 0.19 0.53 0.22
C 0.69615 -2.60543 -3.11397 0.26 -0.51 0.08
O 1.28358 -2.67673 6.65521 -0.06 0.72 -1.33
O -0.80890 1.89780 1.59098 0.29 -0.96 0.14
H 3.01826 -1.08292 -3.27320 -0.06 -0.11 -0.32
C 0.80708 2.48051 -3.54946 0.39 0.85 -0.05
H -1.05664 2.30673 4.13348 -0.08 -0.05 -0.05
H -1.51542 -1.93048 0.35824 0.59 -0.02 -0.40
C -0.14533 0.89967 1.95494 0.52 0.27 0.56
C -2.18063 1.57562 -3.39346 -0.71 0.44 0.06
C -1.05275 -0.70329 -2.91963 1.77 -0.13 -0.18
C 0.72205 -0.98916 5.14882 -1.15 1.85 -0.10
O -1.13686 0.98833 -0.74392 -1.00 0.95 0.32
H -2.08619 -2.48387 -2.39348 0.03 0.14 -0.20
C 1.17147 -0.04560 -3.20678 -0.84 -0.17 -0.46
C 0.32356 -1.18785 -2.91514 -1.41 0.92 -0.20
O 1.85245 -2.89290 4.56104 -0.67 0.75 1.36
C 0.34408 1.10620 -3.31583 -0.99 -1.00 0.40
H -2.49865 -1.84393 -4.01873 0.18 0.09 0.28
H 1.69943 -2.78132 -2.73498 0.01 -0.07 -0.05
H 2.84232 0.24641 -4.50554 -0.15 -0.14 0.03
H 0.02600 -3.25890 -2.56008 -0.04 -0.05 0.05
H 1.22748 -1.17064 3.04584 -0.09 -0.08 0.06
N -1.23703 1.79344 6.74506 1.50 -1.96 -1.62
Cl 2.01200 -1.51403 -0.50159 0.55 -0.21 -0.20
H 1.76993 2.66708 -3.04723 -0.21 -0.12 -0.12
C 2.58579 -0.11185 -3.50068 0.83 0.21 0.34
C 0.72702 -0.58291 3.79894 0.20 -0.12 0.00

=====

Entry 4:
42
Properties=species:S:1:pos:R:3:forces:R:3 method="wB97M-V/def2-TZVPD" total_charge=+2 orbital_gap_ev="3.429 / 3.401" lumo_ev="-9.831 / -9.851" homo_energy_ev="-13.26 / -13.25"
C 0.10878 0.58228 -2.79656 0.48 0.73 -0.39
H 0.01831 -0.41319 -3.23072 0.01 0.27 0.22
H -0.98026 -4.43018 0.03214 0.22 0.08 -0.13
C 2.06097 1.12784 2.79237 0.04 0.19 -0.24
H -1.06967 -1.66226 0.25179 0.37 -0.06 0.07
C 0.74934 0.28531 0.92665 0.01 -0.09 -1.31
H 1.73732 -4.61401 1.27656 -0.08 0.16 0.15
N 0.52465 -3.04427 0.57123 0.17 0.84 -0.39
C -0.11076 -3.95028 -0.43086 -0.15 -0.09 -0.04
C 1.13253 -3.80574 1.69543 0.08 -0.30 0.24
H 0.41415 -1.72997 3.66505 0.18 0.34 -0.18
Cl -5.10370 3.26645 -1.59044 0.71 -0.38 0.13
C 1.59411 0.07879 3.58441 -0.02 0.05 0.05
C -2.27317 -0.09829 -1.12843 -5.12 -3.72 -1.86
C -0.99966 4.15127 -2.22195 -0.23 0.41 -0.04
H 2.19747 0.58240 -1.94859 -0.41 0.19 0.08
H 1.87992 0.02015 4.63805 -0.10 0.03 -0.39
H -0.41600 -3.36097 -1.30152 0.03 -0.15 0.20
C -0.42725 -1.95244 1.09145 -0.02 -0.67 0.26
H 0.32136 -4.21598 2.30881 0.25 0.04 -0.17
H 1.29134 -2.53553 0.09407 -0.38 -0.30 0.25
H 0.62703 -4.70161 -0.72806 -0.24 0.14 0.04
H -0.87620 4.60385 -1.22966 0.05 0.00 -0.25
H 1.69383 3.22660 -1.39558 -0.24 -0.35 0.15
C 0.76758 -0.90416 3.03660 -0.08 -0.09 -0.05
C 0.36914 -0.82618 1.69415 -0.06 0.21 0.86
H -0.58616 4.85884 -2.95789 -0.15 -0.27 0.20
O -3.05717 3.22934 0.61627 3.02 -2.41 -1.45
C -2.22528 2.54946 0.19658 -3.77 3.20 1.75
Hf -0.55680 1.21585 -0.63684 0.76 -0.61 3.47
C 0.99471 2.49731 -1.80776 -0.23 -0.40 -1.34
H -2.07441 4.03412 -2.40906 0.17 0.13 -0.02
C 1.66898 1.21343 1.44500 -0.20 -0.05 0.70
C -0.31060 2.82925 -2.32153 0.51 -0.38 -0.68
H 1.75185 -3.13042 2.28680 -0.08 -0.19 -0.09
H -1.80273 1.62745 -3.46471 0.20 -0.14 0.26
H 2.71439 1.89453 3.22029 -0.17 -0.38 -0.16
C -0.85129 1.64682 -2.93185 0.67 0.62 -0.48
C 1.25970 1.11187 -2.11902 0.05 0.41 -0.80
O -3.16493 -0.79796 -1.40319 3.78 2.96 1.21
H 2.08152 2.01248 0.81635 -0.21 -0.18 0.30
H -1.07292 -2.47224 1.81418 0.18 0.22 -0.12